The following is a quantum chemistry calculation of C14H19BrNO2PbS4 as an isolated structure, from the Open Molecules 2025 dataset.

Atoms and positions in Å:
Pb 0.546 0.724 -1.276
C -0.405 3.102 1.515
C 0.590 4.107 0.944
S 1.702 3.472 -0.349
C 3.161 2.943 0.588
C 2.981 1.767 1.539
S 2.519 0.215 0.707
C 1.586 -0.587 2.050
C 0.564 -1.597 1.554
S -0.820 -0.917 0.601
C -1.693 0.102 1.821
C -2.466 1.245 1.169
S -1.480 2.428 0.215
H -1.049 3.595 2.246
H 0.117 2.277 2.005
H 1.217 4.505 1.743
H 0.066 4.945 0.484
H 3.518 3.805 1.150
H 3.908 2.721 -0.177
H 2.234 1.985 2.301
H 3.931 1.574 2.039
H 1.130 0.199 2.650
H 2.319 -1.107 2.668
H 0.134 -2.125 2.406
H 1.000 -2.339 0.879
H -0.979 0.468 2.557
H -2.401 -0.553 2.328
H -3.012 1.802 1.930
H -3.196 0.864 0.452
Br -3.669 -1.231 -4.588
C -2.476 -2.499 -3.857
C -2.712 -3.856 -3.995
N -1.888 -4.771 -3.480
C -0.830 -4.355 -2.786
C -0.524 -3.012 -2.592
C -1.363 -2.072 -3.162
C 0.614 -2.631 -1.684
O 0.971 -3.428 -0.831
O 1.084 -1.411 -1.783
H -3.583 -4.216 -4.533
H -0.185 -5.119 -2.364
H -1.160 -1.014 -3.084

Its energy is -139037.87091 eV. Its net charge is +1. For the HOMO-LUMO gap, the calculation gives 0.29515 Eh. The HOMO energy is -11.4 eV.

---

The following is a quantum chemistry calculation of C26H32N2O4Ti as an isolated structure, from the Open Molecules 2025 dataset.

Atoms and positions in Å:
Ti -1.296 0.467 -0.002
O -1.760 -5.889 -2.961
C -2.628 -5.566 -1.900
C -2.286 -4.197 -1.388
C -2.995 -3.645 -0.328
C -2.665 -2.378 0.104
N -1.684 -1.658 -0.446
C -0.974 -2.193 -1.454
C -1.260 -3.450 -1.952
C 0.124 -1.338 -1.976
C 1.044 -1.757 -2.915
C 2.062 -0.903 -3.318
C 3.079 -1.326 -4.338
O 2.813 -2.654 -4.729
C 2.125 0.363 -2.747
C 1.172 0.716 -1.815
N 0.190 -0.107 -1.438
H -1.978 -6.763 -3.300
H -2.538 -6.277 -1.071
H -3.676 -5.563 -2.219
H -3.798 -4.191 0.150
H -3.201 -1.916 0.923
H -0.697 -3.864 -2.774
H 0.997 -2.748 -3.341
H 4.076 -1.227 -3.894
H 3.024 -0.634 -5.185
H 3.440 -2.919 -5.409
H 2.901 1.067 -3.017
H 1.179 1.688 -1.337
C 5.042 2.734 4.592
C 3.807 2.319 3.840
C 2.763 3.220 3.655
C 1.612 2.879 2.964
C 0.527 3.914 2.804
C 1.500 1.568 2.467
C 2.527 0.633 2.655
C 2.456 -0.783 2.135
C 3.674 1.038 3.327
C 0.294 1.172 1.718
O -0.254 0.029 1.811
O -0.232 1.994 0.872
H 5.453 3.655 4.177
H 5.811 1.965 4.553
H 4.805 2.926 5.640
H 2.850 4.221 4.062
H 0.708 4.748 3.480
H -0.459 3.506 3.026
H 0.495 4.294 1.784
H 2.153 -0.819 1.087
H 1.730 -1.369 2.697
H 3.430 -1.261 2.225
H 4.482 0.327 3.457
C -3.837 1.382 0.910
C -3.476 2.246 -0.305
C -4.746 2.814 -0.933
C -2.637 1.406 -1.276
H -4.400 1.946 1.654
H -2.958 0.998 1.461
H -4.449 0.529 0.607
H -2.864 3.081 0.050
H -5.382 2.001 -1.291
H -4.500 3.448 -1.786
H -5.318 3.409 -0.219
H -2.129 2.020 -2.025
H -3.265 0.671 -1.797

Its energy is -61764.21618 eV. Its net charge is +1. Its spin multiplicity is 2. As for the expectation value of S²: 0.7545. For the HOMO-LUMO gap (alpha / beta), the calculation gives 0.26828 / 0.27605 Eh. The HOMO energy (alpha / beta) is -11.0 / -11.1 eV.

---

The following is a quantum chemistry calculation of C12H36F4InN2O14S4 as an isolated structure, from the Open Molecules 2025 dataset.

Atoms and positions in Å:
In 0.056 4.918 -1.022
N 1.767 -0.180 0.590
S 1.922 -0.665 1.986
O 3.232 -1.137 2.445
O 0.836 -1.422 2.661
F 1.838 0.814 2.615
S 2.190 -1.678 -0.175
O 1.334 -2.837 0.169
O 3.582 -2.003 -0.462
F 1.682 -1.260 -1.651
N -3.045 2.618 -4.944
S -4.063 1.220 -4.909
O -3.668 0.141 -5.782
O -5.488 1.420 -4.693
F -3.548 0.641 -3.507
S -3.892 3.157 -6.088
O -5.104 3.939 -5.811
O -3.995 2.501 -7.349
F -2.857 4.348 -6.507
C -6.047 -6.132 0.467
C -4.794 -5.562 -0.068
O -3.738 -6.131 0.616
H -6.484 -5.611 1.319
H -5.869 -7.193 0.642
H -6.682 -6.119 -0.418
H -4.810 -4.477 -0.170
H -4.582 -5.839 -1.100
H -2.967 -5.676 0.270
C 1.698 2.650 -8.817
C 2.501 2.397 -7.581
O 1.921 2.942 -6.462
H 2.173 2.020 -9.569
H 1.670 3.634 -9.286
H 0.642 2.398 -8.909
H 3.435 2.926 -7.768
H 2.558 1.331 -7.363
H 0.992 2.702 -6.450
C 0.495 3.929 8.820
C -0.371 4.894 8.074
O -1.742 4.868 8.597
H 0.258 2.880 8.640
H 0.302 3.951 9.893
H 1.565 4.088 8.689
H -0.320 4.848 6.987
H 0.090 5.862 8.269
H -1.690 5.071 9.534
C 8.895 2.136 5.269
C 7.749 3.029 4.845
O 8.037 4.284 4.287
H 9.884 2.495 4.985
H 8.651 1.136 4.909
H 8.906 2.197 6.357
H 7.014 3.218 5.628
H 7.100 2.429 4.208
H 7.301 4.852 4.525
C 1.403 -5.353 -9.319
C 1.058 -4.423 -8.158
O 0.219 -3.416 -8.625
H 1.995 -6.141 -8.853
H 1.980 -4.920 -10.136
H 0.553 -5.822 -9.813
H 1.951 -3.848 -7.913
H 0.705 -4.863 -7.225
H -0.296 -3.210 -7.841
C -3.390 -1.264 8.272
C -4.085 -0.826 6.967
O -5.277 -0.111 7.298
H -3.076 -0.418 8.884
H -2.525 -1.896 8.071
H -4.084 -1.776 8.938
H -4.297 -1.670 6.310
H -3.450 -0.165 6.377
H -5.904 -0.838 7.328

Its energy is -104032.02936 eV. Its net charge is +1. For the HOMO-LUMO gap, the calculation gives 0.04385 Eh. The HOMO energy is -11.7 eV.